(1)
{"formula": "C24H47BrNbO9S", "method": "wB97M-V/def2-TZVPD", "species": ["C", "C", "S", "C", "Nb", "Br", "C", "C", "C", "C", "C", "C", "C", "O", "C", "C", "C", "C", "O", "C", "C", "O", "H", "H", "H", "H", "H", "H", "H", "H", "H", "H", "H", "H", "H", "H", "H", "H", "H", "H", "H", "H", "H", "H", "H", "H", "H", "H", "H", "H", "H", "H", "H", "H", "H", "H", "H", "C", "C", "C", "O", "C", "O", "O", "H", "H", "H", "H", "H", "H", "C", "C", "C", "O", "C", "O", "O", "H", "H", "H", "H", "H", "H"], "xyz": [[-6.98743, -0.91584, -1.92887], [-5.55874, -1.23010, -1.24784], [-4.74113, 0.29065, -0.53966], [-3.03741, 0.33096, -1.26774], [-1.43853, -0.76638, 0.01078], [-1.75441, 1.09170, 1.84174], [-3.03418, -2.00595, 1.11527], [-2.30951, -2.87903, 2.29511], [-1.42344, -2.35461, -1.65279], [-0.26648, -3.45714, -1.48755], [-0.92967, -4.94783, -1.49305], [-0.47889, -5.72082, -0.16334], [1.11047, -5.92172, -0.21605], [1.43889, -7.20375, 0.38103], [2.45675, -6.94250, 1.38728], [0.12189, 0.37004, -1.15246], [1.54037, 0.66164, -0.50129], [1.80744, 0.20130, 0.98288], [3.19589, 0.64046, 1.31343], [3.78601, -0.25248, 2.22838], [3.30399, -0.22500, 3.76460], [4.64253, -1.06990, 1.84000], [-7.63769, -1.85651, -1.78616], [-6.90184, -0.75074, -3.06051], [-7.51591, -0.03338, -1.43417], [-4.89371, -1.73589, -2.03046], [-5.74428, -1.92887, -0.35363], [-2.69717, 1.43156, -1.26799], [-2.95778, -0.05186, -2.33675], [-0.20241, -1.70981, 1.00698], [-3.80133, -1.36416, 1.66900], [-3.52946, -2.77306, 0.40819], [-1.33820, -3.35662, 1.96005], [-2.02950, -2.09934, 3.09699], [-3.04426, -3.62100, 2.77822], [-1.20702, -1.76117, -2.61598], [-2.47208, -2.80485, -1.80754], [0.38970, -3.30335, -0.57626], [0.35893, -3.41862, -2.45254], [-0.52644, -5.56437, -2.37873], [-2.06257, -4.90474, -1.54836], [-1.05556, -6.70615, -0.04334], [-0.75474, -5.07520, 0.73578], [1.59964, -5.02910, 0.29845], [1.41209, -5.94878, -1.31825], [1.95511, -6.44047, 2.27935], [2.91436, -7.95603, 1.65598], [3.26881, -6.31034, 0.90519], [-0.33895, 1.38063, -1.46187], [0.29361, -0.18192, -2.15041], [2.35331, 0.21299, -1.18043], [1.72484, 1.79685, -0.54226], [1.83857, -0.94278, 1.09125], [1.14702, 0.66135, 1.78255], [2.55420, -1.05706, 3.95101], [4.24825, -0.33290, 4.38493], [2.81232, 0.76040, 4.04773], [-0.84845, 5.88861, 4.49123], [-0.05632, 5.32507, 3.33065], [-0.18286, 6.13605, 2.07183], [-0.00532, 5.15916, 1.05426], [-0.41646, 3.96741, 1.58300], [-0.61361, 2.97703, 0.94583], [-0.57600, 4.05962, 2.93260], [-0.61916, 5.33895, 5.40741], [-0.61878, 6.94399, 4.65529], [-1.92274, 5.77862, 4.32181], [0.99330, 5.19042, 3.61520], [0.58111, 6.91181, 1.99969], [-1.16934, 6.59453, 1.94679], [4.46479, 5.33193, -4.32325], [3.44520, 4.72711, -3.38141], [3.93095, 3.48243, -2.69493], [2.72759, 2.75858, -2.47388], [1.85744, 3.14552, -3.45008], [0.83525, 2.58524, -3.70379], [2.31065, 4.25475, -4.10151], [4.11149, 6.29780, -4.69307], [5.42562, 5.48330, -3.82626], [4.61232, 4.69674, -5.20062], [3.10444, 5.47546, -2.65730], [4.42952, 3.69881, -1.74903], [4.59504, 2.87268, -3.31632]], "forces_ev_per_angstrom": [[0.078, -0.666, 0.096], [-0.647, -0.372, -0.105], [-0.031, -0.313, -1.176], [0.767, 0.110, -0.687], [-1.686, 1.500, 0.462], [-1.307, -3.185, 0.467], [0.251, -1.949, 0.822], [-0.485, 1.057, 0.368], [0.045, 0.432, -0.519], [-1.096, -0.861, -1.548], [0.858, -0.244, 0.911], [-0.213, 0.485, -0.385], [-1.803, -0.060, -0.661], [1.197, 1.695, 0.735], [0.037, -0.939, -0.405], [0.868, 0.195, -1.014], [0.647, 0.809, -0.343], [0.274, -0.691, 0.048], [0.656, -1.326, 1.428], [0.855, -1.398, -0.893], [0.307, 0.636, -0.724], [-2.378, 2.620, 1.392], [0.807, 1.413, -0.243], [-0.029, 0.017, 1.691], [0.792, -1.174, -0.709], [-0.751, 0.695, 1.345], [0.451, 0.866, -1.482], [-0.686, -1.513, 0.001], [-0.613, 0.609, 1.110], [0.200, -0.240, -0.215], [0.851, -0.812, -1.130], [0.381, 1.225, 1.019], [-1.378, 0.323, 0.447], [-0.256, -1.293, -1.006], [1.163, 0.819, -0.677], [-0.390, -0.766, 1.347], [1.601, 0.436, 0.347], [-0.877, -0.155, -1.167], [-0.508, 0.117, 1.617], [-0.738, 0.937, 1.147], [1.418, 0.057, 0.009], [1.163, 1.205, -0.284], [0.344, -0.836, -1.110], [-0.425, -1.349, -0.629], [-0.149, 0.090, 1.411], [0.980, -0.539, -0.977], [-0.704, 1.437, -0.101], [-0.842, -0.587, 0.943], [0.499, -1.474, 0.559], [-0.171, 0.858, 1.406], [-1.014, 0.510, 1.264], [-0.217, -1.702, 0.312], [-0.508, 1.717, -0.329], [0.386, -0.639, -1.263], [1.105, 0.917, -0.277], [-1.289, -0.178, -0.701], [0.560, -1.221, -0.592], [-0.086, -0.360, 0.347], [-0.337, 0.416, 0.781], [0.250, 0.480, -0.303], [-0.128, -0.074, 0.234], [-0.143, -1.313, -0.940], [1.704, 3.311, -0.441], [0.195, 0.136, -0.477], [0.010, 0.098, -0.052], [0.057, -0.058, -0.061], [0.118, 0.081, -0.166], [-0.019, 0.023, -0.112], [-0.013, -0.116, -0.143], [-0.006, -0.050, 0.182], [-0.239, 0.304, -0.334], [0.720, 0.513, -0.401], [0.312, -0.186, 0.558], [-0.190, 0.330, -0.604], [-1.042, -0.738, -0.041], [0.735, 0.498, 0.076], [-0.105, -0.301, 0.274], [0.083, -0.039, 0.065], [-0.089, -0.026, 0.046], [0.019, -0.105, 0.199], [-0.001, -0.117, 0.034], [-0.154, -0.161, 0.011], [-0.003, 0.151, -0.086]], "homo_energy_ev": -3.76, "max_force_ev_per_a": 3.80, "multiplicity": 1, "total_charge": -1}


(2)
{"formula": "C11H14Cl3CuGeN2OS", "method": "wB97M-V/def2-TZVPD", "species": ["Cu", "Cl", "Ge", "Cl", "Cl", "C", "C", "C", "N", "C", "S", "N", "C", "O", "C", "C", "C", "C", "C", "C", "H", "H", "H", "H", "H", "H", "H", "H", "H", "H", "H", "H", "H", "H"], "xyz": [[-1.79879, -3.95903, -0.62275], [-3.92197, -3.10292, 2.20640], [-2.04758, -3.95508, 1.70906], [-1.82052, -5.85405, 2.61528], [-0.47413, -2.65697, 2.37361], [1.37513, 0.38475, -3.07875], [2.13487, -0.31183, -1.96220], [1.31886, -1.40770, -1.29466], [0.22051, -0.82211, -0.53185], [-1.05531, -1.04057, -0.67176], [-1.67341, -2.13854, -1.88365], [-1.97368, -0.40026, 0.07845], [-1.81675, 0.44635, 1.23109], [-2.62482, 0.33368, 2.10450], [-0.71579, 1.43226, 1.21961], [-0.08464, 1.72791, 2.42604], [0.92147, 2.67877, 2.45229], [1.27362, 3.34834, 1.28790], [0.62460, 3.07332, 0.09059], [-0.36806, 2.11021, 0.05156], [1.98312, 1.15879, -3.53950], [0.46705, 0.85952, -2.70930], [1.08924, -0.32117, -3.85623], [2.45169, 0.41219, -1.20765], [3.04658, -0.76918, -2.34729], [1.92187, -1.98982, -0.59639], [0.88723, -2.08512, -2.03233], [0.49911, -0.12988, 0.16387], [-2.92114, -0.75542, -0.01574], [-0.39022, 1.21334, 3.32412], [1.42299, 2.90594, 3.38065], [2.05108, 4.09756, 1.31486], [0.88554, 3.61488, -0.80600], [-0.88776, 1.90184, -0.87383]], "forces_ev_per_angstrom": [[0.074, 0.022, -0.431], [0.010, 0.026, -0.025], [-0.058, 0.154, 0.344], [0.017, -0.041, -0.042], [0.005, -0.014, 0.008], [0.025, 0.005, -0.003], [0.058, -0.053, -0.015], [0.058, -0.148, -0.119], [0.143, 0.246, 0.344], [-0.094, -0.042, -0.132], [-0.186, -0.200, 0.089], [-0.280, -0.060, -0.031], [0.002, 0.036, -0.039], [-0.088, -0.025, 0.115], [0.045, 0.027, 0.068], [0.028, 0.042, -0.103], [-0.017, -0.013, -0.033], [-0.016, -0.017, 0.002], [0.002, -0.014, 0.039], [0.020, 0.013, 0.044], [0.039, 0.053, -0.029], [-0.088, 0.047, 0.028], [-0.024, -0.057, -0.071], [0.042, 0.029, 0.055], [0.019, -0.004, -0.029], [0.041, -0.002, -0.009], [0.115, 0.067, 0.079], [-0.072, -0.150, -0.153], [0.158, 0.033, 0.023], [-0.034, -0.052, 0.084], [0.033, 0.018, 0.059], [0.047, 0.045, 0.002], [0.019, 0.045, -0.063], [-0.043, -0.012, -0.058]], "homo_energy_ev": [-12.87, -12.93], "max_force_ev_per_a": 0.45, "multiplicity": 2, "e_above_lowest_kcal_mol": 0.0, "total_charge": 1}


(3)
{"formula": "C3H4LiO3Rh", "method": "wB97M-V/def2-TZVPD", "species": ["O", "C", "C", "Rh", "Li", "H", "H", "H", "H", "O", "C", "O"], "xyz": [[1.28847, 0.16798, -0.08772], [0.22088, -0.46666, -0.02290], [-0.02814, -1.88871, -0.26222], [3.23035, -0.58473, 0.15708], [1.21947, 2.21824, -0.40948], [-0.68339, 0.10847, 0.23607], [0.55936, -2.17179, -1.16505], [-1.11610, -2.05689, -0.22038], [0.35138, -2.44676, 0.60906], [-2.77654, 2.01335, 0.45685], [-1.69768, 2.42725, 0.42884], [-0.56805, 2.68024, 0.27984]], "forces_ev_per_angstrom": [[-1.612, -0.211, -0.252], [-0.501, -0.219, 0.235], [0.002, -0.052, -0.348], [2.530, -0.899, 0.385], [-0.448, 1.625, -0.099], [-0.181, 0.369, 0.273], [-0.627, -0.300, 0.236], [0.311, -0.156, -0.621], [0.307, -0.114, 0.320], [1.450, 0.929, 0.382], [-2.966, -1.199, -0.512], [1.735, 0.228, 0.003]], "homo_energy_ev": [-22.45, -24.46], "max_force_ev_per_a": 3.24, "multiplicity": 6, "e_above_lowest_kcal_mol": 3.8, "total_charge": 3}